(1)
Computed, not measured: a molecular structure, C31H47NO2P2S2Sn in a non-equilibrium geometry, with wB97M-V/def2-TZVPD.

XYZ file:
```
86
Properties=species:S:1:pos:R:3:mulliken_charge:R:1
Sn 0.36 -0.10 -1.73 0.17
C -0.28 -2.99 2.47 0.02
C 1.07 -3.11 2.06 1.18
C 1.01 -1.65 3.81 1.09
C -0.31 -2.10 3.56 0.83
C 1.86 -2.26 2.88 -0.08
C -1.46 -3.71 1.90 -1.66
H -1.13 -4.45 1.16 0.40
H -2.13 -2.99 1.41 0.28
H -2.01 -4.21 2.70 0.45
C -1.52 -1.67 4.32 -1.05
H -2.39 -2.30 4.05 0.42
H -1.77 -0.62 4.09 0.01
H -1.35 -1.75 5.41 0.38
C 1.41 -0.72 4.90 -1.39
H 1.61 -1.26 5.84 0.37
H 0.60 0.00 5.10 0.24
H 2.30 -0.15 4.62 0.40
C 3.35 -2.11 2.83 -1.53
H 3.83 -2.76 3.58 0.33
H 3.62 -1.07 3.05 0.36
H 3.73 -2.39 1.84 0.38
C 1.60 -4.02 0.99 -1.55
H 1.95 -4.96 1.44 0.37
H 2.45 -3.56 0.47 0.37
H 0.82 -4.25 0.26 0.37
C -1.72 0.67 -4.76 0.07
C -2.00 -0.76 -4.76 -0.74
C -0.95 -1.70 -5.41 -1.48
C 0.51 -1.52 -5.01 -1.14
C 0.88 -0.69 -3.83 -0.63
C 1.24 0.68 -3.96 0.05
C 0.79 1.48 -5.15 -1.05
C -0.61 1.21 -5.65 -1.04
H -1.02 -1.57 -6.50 0.55
H 1.07 -1.13 -5.86 0.44
H -1.28 -2.73 -5.21 0.41
H -0.53 0.59 -6.54 0.35
H -2.54 1.39 -4.72 0.53
H -3.03 -1.13 -4.79 0.85
H -0.97 2.18 -6.06 0.47
H 0.98 2.55 -4.97 0.36
H 2.23 1.02 -3.67 0.36
H 1.51 1.20 -5.96 0.53
H 0.92 -2.51 -4.76 0.42
H 1.42 -1.38 -3.09 0.71
P -1.78 -0.35 -3.00 1.23
P 2.00 1.75 -0.93 0.71
C -0.43 2.04 -2.31 -1.05
C 0.85 2.81 -1.99 -1.09
H -1.26 2.23 -1.61 0.49
H -0.76 2.23 -3.35 0.61
H 1.42 3.09 -2.88 0.28
H 0.62 3.67 -1.36 0.64
C 2.55 2.69 0.45 -0.68
H 3.31 2.09 0.99 0.41
H 1.65 2.84 1.13 0.11
H 2.96 3.66 0.09 0.51
C 3.51 1.11 -1.74 -1.41
H 3.98 1.88 -2.38 0.39
H 3.32 0.18 -2.32 0.44
H 4.19 0.81 -0.91 0.38
C -3.25 0.25 -2.23 -1.02
H -3.27 -0.31 -1.29 0.45
H -4.08 -0.03 -2.90 0.49
H -3.23 1.33 -2.00 0.36
C -1.58 -2.05 -2.53 -1.87
H -1.42 -2.20 -1.45 0.48
H -0.84 -2.65 -3.05 0.42
H -2.56 -2.44 -2.78 0.52
O 1.12 4.48 3.63 -0.65
S 0.91 3.08 3.69 1.07
O 1.97 2.26 4.24 -0.62
N 0.42 2.48 2.24 -0.42
C -0.80 1.89 2.22 0.19
S -1.39 1.00 0.94 -0.33
C -1.51 2.09 3.50 0.08
C -2.81 1.75 3.89 -0.42
C -3.23 2.02 5.19 -0.63
C -2.33 2.60 6.11 -0.52
C -1.04 2.96 5.75 -0.78
C -0.67 2.70 4.43 0.16
H -3.46 1.33 3.13 0.48
H -4.24 1.79 5.48 0.46
H -2.66 2.76 7.13 0.44
H -0.34 3.45 6.41 0.51
```

Values from the calculation:
frontier orbital gap (spin up / spin down): 4.42 / 4.42 eV
total charge: +2
LUMO energy (spin up / spin down): -8.120 / -8.120 eV


(2)
Computed, not measured: a molecular structure, C31H47NO4P2Re in a non-equilibrium geometry, with wB97M-V/def2-TZVPD.

XYZ file:
```
86
Properties=species:S:1:pos:R:3:lowdin_spin:R:1
Re -1.69 2.64 -1.40 0.89
C 0.01 2.59 0.25 0.04
C -1.13 2.31 1.14 0.25
C -0.16 0.29 0.54 0.17
C 0.59 1.30 -0.09 0.27
C -1.23 0.90 1.28 0.07
C 0.95 3.73 0.55 0.00
H 0.43 4.58 1.01 0.00
H 1.48 4.07 -0.35 0.00
H 1.69 3.38 1.28 0.00
C 1.92 1.12 -0.70 0.05
H 1.89 0.63 -1.68 0.02
H 2.56 0.50 -0.06 0.01
H 2.43 2.09 -0.82 0.00
C 0.21 -1.14 0.64 0.08
H 0.38 -1.45 1.69 0.01
H 1.10 -1.36 0.04 0.00
H -0.61 -1.77 0.24 0.04
C -2.14 0.21 2.22 0.01
H -1.75 0.25 3.26 0.00
H -2.28 -0.84 1.96 0.00
H -3.12 0.70 2.23 0.00
C -1.74 3.29 2.07 0.04
H -1.25 3.22 3.06 0.02
H -2.81 3.11 2.23 0.01
H -1.59 4.32 1.72 0.00
C -2.53 1.96 -3.70 0.02
C -2.35 3.34 -3.08 0.02
C -3.57 4.22 -2.79 0.02
C -4.18 4.01 -1.37 0.02
C -3.43 2.94 -0.60 0.03
C -3.41 1.61 -1.24 -0.01
C -4.45 1.26 -2.32 0.00
C -4.00 1.57 -3.77 0.00
H -4.33 4.09 -3.57 0.00
H -5.23 3.73 -1.44 0.00
H -3.27 5.28 -2.87 0.00
H -4.59 2.36 -4.22 0.00
H -2.05 1.99 -4.68 0.00
H -1.59 3.91 -3.64 0.01
H -4.13 0.69 -4.41 0.00
H -4.70 0.19 -2.26 0.00
H -3.24 0.75 -0.58 0.00
H -5.40 1.79 -2.11 0.00
H -4.13 4.95 -0.79 0.00
H -3.61 2.92 0.46 0.01
P -1.62 0.34 -2.98 0.06
P -2.54 -2.26 -0.77 0.51
C -2.34 -1.26 -3.54 0.01
C -2.99 -2.28 -2.56 0.07
H -1.46 -1.73 -3.99 0.00
H -3.06 -1.02 -4.34 0.00
H -4.09 -2.23 -2.63 0.01
H -2.67 -3.28 -2.90 0.01
C -2.13 -4.01 -0.36 0.06
H -2.33 -4.17 0.71 0.00
H -1.06 -4.18 -0.57 0.00
H -2.75 -4.69 -0.96 0.02
C -4.17 -2.11 0.06 0.08
H -4.94 -2.63 -0.53 0.02
H -4.43 -1.05 0.17 0.00
H -4.10 -2.57 1.06 0.00
C -0.07 0.64 -3.80 0.01
H 0.38 1.59 -3.47 0.00
H -0.26 0.65 -4.88 0.00
H 0.64 -0.24 -3.54 0.00
C -1.12 4.64 -1.28 -0.01
H -1.16 5.04 -0.26 0.00
H -1.61 5.39 -1.92 0.00
H -0.08 4.55 -1.61 0.00
O 1.71 -1.10 -3.08 0.01
C 1.25 -2.22 -2.62 0.00
O 0.06 -2.53 -2.43 0.02
C 2.31 -3.22 -2.25 0.00
C 1.93 -4.45 -1.67 0.00
C 2.89 -5.29 -1.10 0.00
C 4.25 -4.90 -1.15 0.00
C 4.65 -3.74 -1.85 0.00
C 3.68 -2.91 -2.39 0.00
N 5.18 -5.56 -0.32 0.00
O 4.79 -6.51 0.40 0.00
O 6.37 -5.16 -0.31 0.00
H 0.88 -4.74 -1.64 0.00
H 2.62 -6.20 -0.60 0.00
H 5.70 -3.50 -1.92 0.00
H 3.97 -1.99 -2.89 0.00
```

Values from the calculation:
frontier orbital gap (spin up / spin down): 5.73 / 3.91 eV
total charge: +2
energy above the lowest of the compared OMol25 structures with the same formula, charge and spin: 75.25 kJ/mol
LUMO energy (spin up / spin down): -7.802 / -9.614 eV
2S+1: 4